Entry 1:
ORCA calculation (ωB97M-V with the def2-TZVPD basis set) on a cluster of 9 separate species, H18O9 in total at a distorted geometry.

Calculated values
**Largest force on an atom**: 3.72 eV/Å
**Highest occupied orbital energy**: -10.28 eV
**Structure (SMILES)**: O.O.O.O.O.O.O.O.O
**ΔE to the lowest compared entry with this formula, charge and spin**: 67.57 kcal per mole
**Gap between HOMO and LUMO**: 9.71 eV

XYZ file:
```
27
H18O9, DFT ωB97M-V with the def2-TZVPD basis set
H 2.803 0.206 -2.403
H 0.567 -3.114 1.738
O -2.344 1.859 -0.654
H -1.906 -2.098 2.143
O -1.781 -2.770 2.804
H 0.711 -2.003 0.925
H -2.578 -2.811 3.277
H -2.382 1.015 -0.159
O 1.191 -2.461 1.627
O 0.780 0.389 -2.521
O 0.086 2.926 -0.086
H 0.290 -0.371 -0.979
O 0.204 -0.622 -0.075
H 1.496 0.539 0.642
H -3.272 -0.305 1.078
O -2.279 -0.175 1.116
H 0.862 2.988 -0.664
H 1.112 1.296 -2.413
H -0.525 2.493 -0.737
H -0.706 -0.404 0.148
O 3.635 0.141 -1.987
O 2.376 0.889 0.887
H 2.951 0.304 0.449
H 3.502 -0.457 -1.260
H -2.211 0.434 1.892
H -2.728 1.721 -1.574
H 0.155 0.389 -3.220
```

natural (NBO) population analysis, charges in e, atoms 1 to 4:
1. H 0.47
2. H 0.45
3. O -0.98
4. H 0.47

=====

Entry 2:
ORCA calculation (ωB97M-V with the def2-TZVPD basis set) on a cluster of 2 separate species, C4H12NO2 in total at a distorted geometry.

Calculated values
**Charge**: +1
**Largest force on an atom**: 3.59 eV/Å
**Highest occupied orbital energy**: -13.86 eV
**ΔE to the lowest compared entry with this formula, charge and spin**: 37.96 kcal per mole
**Gap between HOMO and LUMO**: 10.45 eV

XYZ file:
```
19
C4H12NO2, DFT ωB97M-V with the def2-TZVPD basis set
H 0.545 0.977 -0.101
C 0.646 -0.170 -2.520
H -1.511 0.229 -1.178
H 1.734 -0.727 1.267
C 0.262 -0.061 -0.053
H 2.090 -0.666 -1.066
H -1.807 1.376 2.076
C -1.242 -0.060 -0.145
H -0.833 2.498 2.524
H -1.592 -1.184 -0.014
N 0.728 -0.631 1.313
H 0.252 -1.541 1.561
O -0.886 1.678 2.020
H 0.704 -0.784 -3.435
H 0.860 -1.862 -1.022
O 0.339 0.993 -2.505
H -1.804 0.666 0.407
H 0.518 0.076 2.057
C 0.996 -0.806 -1.184
```

natural (NBO) population analysis, charges in e, atoms 1 to 4:
1. H 0.26
2. C 0.44
3. H 0.27
4. H 0.44

=====

Entry 3:
ORCA calculation (ωB97M-V with the def2-TZVPD basis set) on a structure of composition C23H25CeN5O2S2 at a distorted geometry.

Calculated values
**Charge**: +2
**Largest force on an atom**: 3.46 eV/Å
**Highest occupied orbital energy (spin up / spin down)**: -13.23 / -13.23 eV
**Gap between HOMO and LUMO (spin up / spin down)**: 5.51 / 5.51 eV

XYZ file:
```
58
C23H25CeN5O2S2, DFT ωB97M-V with the def2-TZVPD basis set
N -0.031 -3.293 0.272
H -0.084 0.839 6.266
C 1.007 2.705 1.929
N -1.693 -2.877 -2.541
C 1.209 4.758 -3.165
C -1.150 -0.545 5.047
O 1.918 0.512 -0.271
C -0.836 -4.462 0.236
C 1.405 6.025 -3.941
H -2.903 -4.617 -0.391
C 2.119 3.030 -1.738
C 0.162 1.284 4.164
C -0.047 4.140 -3.110
H 2.225 -5.620 -0.286
H 2.375 6.035 -4.437
H 1.297 2.717 5.313
H 2.285 -2.021 0.993
H -1.645 -3.521 -3.316
H 2.467 -2.049 -0.777
S -2.973 -1.139 -0.889
N -0.352 1.202 0.476
N -0.974 -0.265 2.679
H -2.563 -5.236 1.217
C -0.343 0.539 5.258
H -1.225 2.514 -2.357
H 0.629 6.165 -4.691
H 3.376 -3.140 0.245
H -0.875 4.576 -3.654
C 1.429 3.094 3.217
Ce -0.404 -1.068 0.391
H -3.780 -2.830 -3.939
H -2.006 -1.825 3.530
C 1.003 2.409 4.318
H -0.334 -6.541 -0.080
H -1.553 -1.122 5.866
H -2.655 -3.512 0.938
C -0.250 2.984 -2.387
C -2.305 -4.450 0.508
C -0.019 -5.510 -0.016
H 2.955 2.577 -1.220
S 0.673 1.046 -0.770
C 0.180 1.631 1.755
C -2.790 -2.177 -2.271
C 1.339 -5.025 -0.127
C 2.402 -2.674 0.118
C 0.850 2.447 -1.709
C 2.280 4.186 -2.473
H 1.374 6.881 -3.263
H -0.946 -2.926 -1.869
H 2.074 3.956 3.324
H 3.258 4.649 -2.525
C -0.230 0.875 2.880
O -0.072 -0.026 -1.537
C 1.315 -3.691 0.060
H -4.650 -1.728 -2.939
C -1.422 -0.934 3.729
N -3.809 -2.252 -3.113
H 1.310 3.299 1.075
```

Mulliken population analysis, charges in e, atoms 1 to 4:
1. N 0.34
2. H 0.47
3. C -0.18
4. N -0.19

=====

Entry 4:
ORCA calculation (ωB97M-V with the def2-TZVPD basis set) on a cluster of 2 separate species, C2H6BClO2 in total at a distorted geometry.

Calculated values
**Largest force on an atom**: 4.43 eV/Å
**Highest occupied orbital energy (spin up / spin down)**: -9.32 / -9.20 eV
**ΔE to the lowest compared entry with this formula, charge and spin**: 62.34 kcal per mole
**Gap between HOMO and LUMO (spin up / spin down)**: 6.92 / 6.52 eV

XYZ file:
```
12
C2H6BClO2, DFT ωB97M-V with the def2-TZVPD basis set
B -0.320 -0.978 0.044
O -0.942 -1.811 0.846
O -0.312 -1.069 -1.330
H 0.640 2.281 -0.198
C 1.184 1.403 0.007
Cl -2.372 0.499 -0.145
C 0.495 0.304 0.682
H -1.621 -2.247 0.354
H 1.834 1.065 -0.966
H 0.500 0.346 1.768
H 1.955 1.775 0.734
H -1.042 -1.568 -1.797
```

natural (NBO) population analysis, charges in e, atoms 1 to 4:
1. B 0.98
2. O -0.87
3. O -0.92
4. H 0.31

=====

Entry 5:
ORCA calculation (ωB97M-V with the def2-TZVPD basis set) on the molecule C5H9NO2S at a distorted geometry.

Calculated values
**Largest force on an atom**: 4.86 eV/Å
**Highest occupied orbital energy**: -9.19 eV
**Structure (SMILES)**: N[C@]12C[C@H]1CCS2(=O)=O
**ΔE to the lowest compared entry with this formula, charge and spin**: 63.45 kcal per mole
**Gap between HOMO and LUMO**: 10.02 eV

XYZ file:
```
18
C5H9NO2S, DFT ωB97M-V with the def2-TZVPD basis set
H -0.875 1.250 -1.630
O 2.221 0.145 -1.050
S 1.401 0.202 0.148
C 0.427 1.797 -0.039
C -1.197 -0.063 -0.029
C 0.060 -1.041 0.156
N 0.290 -2.202 -0.574
H 0.953 2.363 -0.823
H -1.931 -0.641 -0.641
H -1.700 1.983 -0.301
H 0.237 2.389 0.885
C -0.887 -0.744 1.213
O 2.164 0.146 1.396
C -0.946 1.263 -0.535
H 0.876 -3.000 -0.172
H -1.414 -1.576 1.583
H -0.240 -0.177 1.995
H 0.562 -2.097 -1.581
```

natural (NBO) population analysis, charges in e, atoms 1 to 4:
1. H 0.22
2. O -0.95
3. S 2.08
4. C -0.63

=====

Entry 6:
ORCA calculation (ωB97M-V with the def2-TZVPD basis set) on a structure of composition C32H31NO2P2Pt at a distorted geometry.

Calculated values
**Largest force on an atom**: 3.07 eV/Å
**Highest occupied orbital energy**: -6.63 eV
**ΔE to the lowest compared entry with this formula, charge and spin**: 25.29 kcal per mole
**Gap between HOMO and LUMO**: 6.57 eV

XYZ file:
```
69
C32H31NO2P2Pt, DFT ωB97M-V with the def2-TZVPD basis set
H 1.229 -4.497 -4.537
C -3.055 -0.429 1.875
H 0.632 1.243 -2.738
H -1.697 0.940 -1.977
C 0.890 2.283 -2.892
C 0.036 -4.446 -1.371
C -0.930 -3.564 1.522
P 0.062 -2.370 0.592
C -2.138 -3.969 0.942
C 2.120 2.424 0.606
H 0.236 -3.612 3.331
H -2.354 5.925 3.264
P 0.424 2.411 -0.193
H -2.902 -0.076 2.892
H -1.328 -5.056 4.538
C -1.554 -4.745 3.528
H 1.277 -1.314 -1.677
H -1.016 5.088 -0.704
C 0.370 -3.139 -1.026
C 1.766 -2.441 1.329
O -2.732 1.256 0.220
H -2.365 -3.641 -0.065
C -0.457 3.647 0.794
C 1.535 4.084 -4.332
H -4.110 -0.329 1.615
C -1.723 5.636 1.238
C 1.345 -2.822 -3.205
C -1.833 5.279 2.574
C 1.177 4.494 -1.991
C 1.489 4.958 -3.256
C 0.341 -4.926 -2.632
H 1.798 4.451 -5.314
C -1.059 4.816 0.342
N 1.769 -0.007 0.911
H 0.076 -5.940 -2.897
O -1.375 0.033 -2.011
C -2.212 0.421 0.943
H -0.193 2.323 2.456
H -3.958 -5.060 1.179
C 3.921 0.532 0.780
C -1.296 4.080 3.016
C -2.736 -5.157 2.936
C 2.476 -1.155 1.060
H 2.308 -3.297 0.917
H -2.138 -0.523 -1.839
H -2.755 -1.476 1.839
C 0.992 -4.119 -3.553
C 1.256 2.740 -4.145
H -1.408 3.779 4.048
H -0.454 -5.092 -0.656
H 4.830 1.095 0.676
C 1.026 -2.332 -1.955
C 0.848 3.155 -1.808
C -0.610 3.273 2.134
C -3.027 -4.761 1.638
H 1.711 6.006 -3.403
H 2.025 2.896 1.592
H 1.200 5.166 -1.146
C 3.820 -0.861 0.985
C -0.663 -3.946 2.837
H -2.155 6.564 0.893
H 1.865 -2.192 -3.911
Pt -0.238 0.092 0.465
H 4.632 -1.558 1.064
C 2.635 1.026 0.741
H 1.323 2.049 -4.974
H 1.669 -2.581 2.410
H -3.436 -5.768 3.487
H 2.797 3.036 0.002
```

natural (NBO) population analysis, charges in e, atoms 1 to 4:
1. H 0.22
2. C -0.74
3. H 0.23
4. H 0.49